one:
2 unconnected molecules or ions with the total composition C5H11P. Source: the OMol25 dataset; level of theory: ωB97M-V with the def2-TZVPD basis set.

Output
highest occupied orbital energy (alpha / beta)	-8.1845 / -7.5312	eV
multiplicity	1
frontier orbital gap (alpha / beta)	8.11 / 7.64	eV

Cartesian coordinates (Å):
1 C 0.03 -1.27 -0.88
2 C 0.54 -2.48 -1.02
3 C -1.18 -0.65 -1.27
4 C -0.36 0.87 1.95
5 C 1.14 1.84 0.17
6 P 1.31 0.41 1.35
7 H -0.02 -3.16 -1.59
8 H 1.49 -2.79 -0.67
9 H -1.55 -1.32 -2.11
10 H -1.11 0.37 -1.57
11 H -1.86 -0.51 -0.50
12 H -1.03 0.19 1.34
13 H -0.44 0.43 2.97
14 H -0.49 1.89 1.86
15 H 1.91 1.64 -0.54
16 H 0.26 1.78 -0.33
17 H 1.37 2.76 0.83

Results of the natural (NBO) charge analysis, in e, for atoms 1 through 8:
1 C 0.124
2 C -0.524
3 C -0.738
4 C -0.965
5 C -0.943
6 P 0.619
7 H 0.188
8 H 0.219

---

two:
A single C5H11P molecule. Source: the OMol25 dataset; level of theory: ωB97M-V with the def2-TZVPD basis set.

Output
highest occupied orbital energy	-8.3921	eV
SMILES string	C=C(C)P(C)C
multiplicity	1
frontier orbital gap	9.47	eV

Cartesian coordinates (Å):
1 C -0.71 0.55 0.21
2 C -0.95 1.72 -0.34
3 C -2.27 -0.38 0.68
4 C 2.04 0.95 0.71
5 C 1.19 -1.49 -0.35
6 P 0.75 -0.25 0.94
7 H -1.91 1.98 -0.84
8 H -0.32 2.57 -0.60
9 H -1.91 -1.21 1.24
10 H -2.89 -0.80 -0.13
11 H -2.94 0.40 1.18
12 H 2.09 1.37 -0.33
13 H 2.08 1.66 1.61
14 H 2.85 0.26 0.76
15 H 1.07 -1.12 -1.37
16 H 2.12 -1.91 -0.21
17 H 0.45 -2.16 -0.07

Results of the natural (NBO) charge analysis, in e, for atoms 1 through 8:
1 C -0.286
2 C -0.433
3 C -0.613
4 C -0.974
5 C -0.906
6 P 0.810
7 H 0.196
8 H 0.202

---

three:
A single C5H11P molecule. Source: the OMol25 dataset; level of theory: ωB97M-V with the def2-TZVPD basis set.

Output
highest occupied orbital energy	-8.8341	eV
SMILES string	CPC1(C)CC1
multiplicity	1
frontier orbital gap	9.87	eV

Cartesian coordinates (Å):
1 C 1.29 0.48 -0.90
2 C 1.51 1.27 0.31
3 C 0.38 0.25 0.27
4 C 0.57 -1.20 0.83
5 C -2.30 -0.54 -0.24
6 P -1.38 0.95 0.39
7 H 1.12 1.20 -1.67
8 H 2.15 -0.17 -1.18
9 H 2.44 0.98 0.81
10 H 1.31 2.41 0.32
11 H -0.22 -1.32 1.70
12 H 1.65 -1.25 1.34
13 H 0.57 -1.98 0.08
14 H -2.37 -1.46 0.52
15 H -1.85 -0.95 -1.13
16 H -3.40 -0.38 -0.63
17 H -1.48 1.69 -0.82

Results of the natural (NBO) charge analysis, in e, for atoms 1 through 8:
1 C -0.451
2 C -0.409
3 C -0.317
4 C -0.611
5 C -0.960
6 P 0.577
7 H 0.217
8 H 0.214

---

four:
2 unconnected molecules or ions with the total composition C5H11P. Source: the OMol25 dataset; level of theory: ωB97M-V with the def2-TZVPD basis set.

Output
highest occupied orbital energy (alpha / beta)	-8.3460 / -7.7854	eV
multiplicity	1
frontier orbital gap (alpha / beta)	8.13 / 7.98	eV

Cartesian coordinates (Å):
1 C 0.85 -0.98 -0.73
2 C 1.98 -1.63 -1.06
3 C 0.04 0.11 -1.37
4 C -2.57 0.06 0.95
5 C 1.09 0.69 1.65
6 P 0.35 -0.96 1.04
7 H 2.38 -1.65 -1.97
8 H 2.52 -2.32 -0.41
9 H 0.35 0.41 -2.50
10 H 0.23 1.12 -0.81
11 H -1.05 -0.16 -1.41
12 H -2.56 1.05 0.52
13 H -2.66 -0.57 0.14
14 H -2.88 -0.42 1.79
15 H 2.09 0.70 1.60
16 H 0.76 1.49 1.17
17 H 0.75 0.86 2.78

Results of the natural (NBO) charge analysis, in e, for atoms 1 through 8:
1 C -0.329
2 C -0.364
3 C -0.669
4 C -0.548
5 C -0.897
6 P 0.588
7 H 0.184
8 H 0.201

---

Most stable: three. Least stable: four.